(1)
An isolated molecule of C7H6OS2 at a distorted geometry. Source: the Open Molecules 2025 dataset; level of theory: ωB97M-V/def2-TZVPD.

XYZ file:
```
16
Properties=species:S:1:pos:R:3:forces:R:3:lowdin_charge:R:1
O -3.065 0.458 0.573 -0.5 -3.1 3.6 -0.16
C -2.598 -0.631 -0.252 0.1 -2.5 -1.3 -0.30
C -1.078 -0.692 -0.175 1.4 0.9 0.8 -0.51
C -0.432 0.512 -0.129 -1.0 -1.2 -1.2 -0.05
C 1.007 0.358 -0.221 -2.1 2.1 0.4 -0.40
C 2.099 1.181 -0.085 3.7 -1.3 -0.9 -0.15
C 3.373 0.565 -0.068 -1.2 1.5 2.7 -0.37
S 3.064 -1.111 0.313 -0.2 -0.1 -1.5 0.95
C 1.400 -0.890 -0.179 0.8 -4.8 1.5 -0.83
S 0.100 -2.031 -0.033 -1.0 0.3 -0.6 0.99
H -3.113 -0.024 1.624 0.3 2.4 -4.8 0.23
H -2.981 -1.650 0.172 0.1 1.8 -1.2 0.13
H -2.805 -0.537 -1.495 -0.2 0.1 3.8 0.19
H -1.205 1.286 -0.203 1.4 0.7 0.1 0.12
H 1.899 2.152 -0.192 0.1 4.1 -0.1 0.07
H 4.334 1.054 0.352 -1.7 -0.9 -1.3 0.10
```
Forces are in eV/Å.

Calculated values
- Kohn-Sham gap: 0.318 Eh
- SMILES string: OCc1cc2ccsc2s1
- Multiplicity: 1
- Max |F|: 5.37 eV/A
- Charge: 0
- Relative energy (zero: lowest compared OMol25 entry of this formula, charge and spin): 72.7 kcal per mole

---

(2)
A structure of composition C41H55NO3SeSn. Source: the Open Molecules 2025 dataset; level of theory: ωB97M-V/def2-TZVPD.

XYZ file:
```
102
Properties=species:S:1:pos:R:3:forces:R:3:lowdin_charge:R:1
Sn 0.877 -0.818 -2.472 0.0 0.0 -0.2 1.10
C -1.560 -2.803 4.285 0.0 0.0 0.0 -0.05
C -0.314 -3.607 3.884 0.0 0.0 0.0 -0.56
C 0.655 -3.610 5.067 0.0 0.0 0.1 -0.07
C -0.725 -5.058 3.599 0.0 0.0 0.0 -0.05
C 0.314 -2.988 2.632 0.0 0.0 0.0 -0.18
C -0.409 -2.939 1.447 0.0 0.0 0.0 -0.10
C 0.130 -2.366 0.305 0.0 0.1 0.0 -0.55
Se -0.925 -2.279 -1.285 -0.1 0.0 -0.1 0.63
C -1.692 1.302 -0.669 -0.5 0.2 0.4 -0.17
C -2.537 1.497 0.543 0.0 -0.1 -0.2 0.02
C -2.181 2.337 1.512 0.1 0.3 0.0 -0.16
C -0.986 3.169 1.287 -0.2 0.0 0.2 0.06
C -0.067 3.001 0.321 0.0 0.0 -0.2 -0.06
C -0.295 1.838 -0.558 0.3 0.1 0.4 -0.26
O 0.599 1.297 -1.188 0.4 -0.1 -0.2 -0.07
C 1.110 3.986 0.193 0.0 -0.1 0.0 -0.53
C 1.833 4.104 1.541 0.1 0.0 0.1 -0.04
C 0.528 5.353 -0.199 0.0 0.0 0.0 -0.04
C 2.161 3.608 -0.859 -0.1 -0.1 0.0 -0.05
C -2.986 2.559 2.786 0.1 0.0 0.0 -0.56
C -3.764 3.876 2.650 0.0 0.0 0.1 -0.04
C -2.041 2.645 3.995 0.0 0.0 0.0 -0.04
C -3.973 1.414 3.026 0.0 0.0 0.0 -0.06
C 1.425 -1.825 0.299 0.0 0.1 0.2 -0.38
O 1.944 -1.283 -0.810 0.1 -0.1 0.3 -0.42
C 2.166 -1.840 1.498 0.0 0.0 0.1 -0.09
C 1.589 -2.428 2.623 0.0 0.0 0.0 0.02
C 3.556 -1.195 1.568 0.0 0.0 0.0 -0.53
C 4.523 -1.883 0.592 0.0 0.0 0.0 -0.04
C 3.450 0.304 1.238 0.0 0.0 0.0 -0.05
C 4.165 -1.310 2.968 0.1 0.0 0.0 -0.08
H -2.005 -3.211 5.198 0.0 0.0 0.0 0.08
H -1.297 -1.757 4.467 0.0 0.0 0.0 0.08
H -2.317 -2.827 3.498 0.0 0.0 0.0 0.08
H 0.169 -4.067 5.932 0.0 0.0 0.0 0.08
H 1.558 -4.183 4.845 0.0 0.0 0.0 0.09
H 0.952 -2.597 5.349 0.0 0.0 0.0 0.08
H -1.143 -5.520 4.498 0.0 0.0 0.0 0.08
H -1.478 -5.115 2.811 0.0 0.0 0.0 0.08
H 0.139 -5.646 3.279 0.0 0.0 0.0 0.09
H -1.415 -3.341 1.399 0.0 0.0 0.0 0.10
H -3.443 0.904 0.598 0.1 0.0 0.0 0.13
H -0.840 3.997 1.972 0.0 -0.1 0.0 0.11
H 1.180 4.469 2.336 0.0 0.0 0.0 0.08
H 2.236 3.136 1.848 0.0 0.0 0.0 0.08
H 2.666 4.806 1.450 0.0 0.0 0.0 0.09
H -0.178 5.719 0.549 0.0 0.0 0.0 0.08
H 1.331 6.087 -0.300 0.0 0.0 0.0 0.09
H 0.003 5.288 -1.155 0.0 0.0 0.0 0.09
H 2.642 2.656 -0.639 0.0 0.0 0.0 0.07
H 1.737 3.545 -1.862 0.0 0.0 0.0 0.09
H 2.925 4.389 -0.861 0.0 0.0 0.0 0.09
H -3.093 4.721 2.474 0.0 0.0 0.0 0.08
H -4.471 3.822 1.819 0.0 0.0 0.0 0.09
H -4.326 4.082 3.565 0.0 0.0 0.0 0.09
H -1.427 3.549 3.980 0.0 0.0 0.0 0.08
H -2.625 2.666 4.916 0.0 0.0 0.0 0.09
H -1.372 1.782 4.035 0.0 0.0 0.0 0.09
H -4.769 1.400 2.278 0.0 0.0 0.0 0.08
H -3.468 0.446 3.009 0.0 0.0 0.0 0.09
H -4.445 1.537 4.003 0.0 0.0 0.0 0.09
H 2.162 -2.444 3.536 0.0 0.0 0.0 0.08
H 4.169 -1.810 -0.435 0.0 0.0 0.1 0.07
H 5.511 -1.416 0.657 0.0 0.0 0.0 0.08
H 4.630 -2.940 0.850 0.0 0.0 0.0 0.09
H 3.063 0.461 0.232 0.0 0.0 0.1 0.06
H 2.782 0.800 1.949 0.0 0.0 0.0 0.08
H 4.436 0.774 1.313 0.0 0.0 0.0 0.09
H 4.298 -2.352 3.270 0.0 0.0 0.0 0.09
H 5.149 -0.836 2.965 0.0 0.0 0.0 0.08
H 3.555 -0.807 3.723 0.0 0.0 0.0 0.09
C -0.145 -2.776 -6.964 0.1 0.0 0.0 -0.06
C 0.553 -3.314 -5.742 0.0 -0.1 0.0 -0.29
C -0.122 -4.173 -4.873 0.0 0.0 0.0 -0.06
C 0.509 -4.703 -3.760 0.0 0.0 0.0 -0.11
C 1.837 -4.391 -3.495 0.0 0.1 0.0 -0.10
C 2.520 -3.537 -4.349 -0.1 0.0 0.0 -0.11
C 1.877 -2.996 -5.460 0.0 -0.1 0.0 -0.08
H -0.393 -3.580 -7.661 0.0 0.0 0.0 0.08
H 0.486 -2.063 -7.497 0.0 0.0 0.0 0.07
H -1.083 -2.288 -6.693 0.0 0.0 0.0 0.07
H -1.159 -4.422 -5.071 0.0 0.0 0.0 0.12
H -0.039 -5.350 -3.087 0.0 0.0 0.0 0.10
H 2.332 -4.804 -2.625 0.0 0.0 0.0 0.11
H 3.557 -3.293 -4.153 0.0 0.0 0.0 0.11
H 2.426 -2.342 -6.127 0.0 0.1 0.0 0.11
O -0.223 0.524 -4.980 -0.4 0.2 -0.2 -0.17
C -1.394 1.198 -5.409 0.1 -0.1 0.0 -0.19
C -2.036 1.839 -4.210 -0.2 0.3 -0.6 -0.25
C -2.952 2.876 -4.379 0.0 0.1 0.1 -0.02
C -3.527 3.439 -3.249 0.2 -0.2 -0.1 -0.05
C -3.160 2.948 -2.001 0.0 -0.1 0.0 0.01
C -2.245 1.904 -1.957 -0.1 0.1 0.6 -0.20
N -1.701 1.369 -3.032 0.2 -0.4 -0.1 0.18
H 0.200 0.124 -5.741 0.1 -0.2 -0.2 0.07
H -2.121 0.515 -5.869 0.1 -0.1 0.0 0.13
H -1.172 1.984 -6.137 0.1 0.0 -0.1 0.12
H -3.187 3.239 -5.373 0.0 0.0 0.1 0.12
H -4.236 4.253 -3.336 0.0 0.0 0.0 0.11
H -3.569 3.359 -1.089 0.0 0.0 0.1 0.11
H -1.586 0.232 -0.849 0.0 -0.2 -0.1 0.06
```
Forces are in eV/Å.

Calculated values
- Kohn-Sham gap: 0.249 Eh
- Multiplicity: 1
- Max |F|: 0.72 eV/A
- Charge: 0
- Relative energy (zero: lowest compared OMol25 entry of this formula, charge and spin): 4.5 kcal per mole

---

(3)
An isolated molecule of C16H22O6. Source: the Open Molecules 2025 dataset; level of theory: ωB97M-V/def2-TZVPD.

XYZ file:
```
44
Properties=species:S:1:pos:R:3:forces:R:3:lowdin_charge:R:1
C -3.544 -4.175 2.128 0.1 0.1 -0.2 -0.12
C -3.331 -3.087 1.082 0.0 0.1 0.3 -0.28
C -3.493 -1.692 1.683 -0.1 0.0 -0.4 -0.23
C -3.393 -0.569 0.650 0.3 -0.1 0.2 -0.22
C -1.992 -0.413 0.063 -0.4 0.2 -0.1 -0.20
C -1.907 0.789 -0.886 0.2 -0.2 0.2 -0.15
C -0.517 0.923 -1.434 -0.1 0.3 0.2 -0.16
C -0.158 0.360 -2.648 0.2 0.1 0.2 -0.02
C 1.145 0.384 -3.105 0.3 0.1 0.0 0.00
C 2.125 1.029 -2.358 -0.4 -0.1 -0.1 -0.24
O 3.400 0.964 -2.852 0.0 -0.1 0.1 -0.01
C 4.447 1.519 -2.104 0.0 0.2 0.0 -0.09
C 4.542 0.999 -0.672 0.0 -0.3 0.1 -0.52
O 4.083 -0.037 -0.270 0.1 -0.2 -0.2 0.12
O 5.198 1.863 0.094 0.4 0.5 0.1 0.12
C 1.772 1.668 -1.177 0.2 0.2 0.1 0.05
C 0.476 1.563 -0.686 -0.1 -0.1 -0.5 -0.20
O 0.099 2.045 0.543 -0.1 -0.1 -0.2 -0.02
C 1.095 2.407 1.459 0.1 0.1 0.1 -0.08
C 2.188 1.359 1.653 0.3 0.1 0.1 -0.52
O 3.303 1.642 2.024 -0.1 0.2 0.2 0.09
O 1.792 0.133 1.378 -0.5 -0.5 0.1 0.15
H -4.545 -4.110 2.550 -0.1 0.0 0.1 0.07
H -3.422 -5.161 1.686 0.0 -0.1 0.0 0.07
H -2.825 -4.071 2.938 0.1 0.0 0.1 0.07
H -2.331 -3.191 0.658 0.0 0.0 -0.1 0.10
H -4.053 -3.216 0.273 0.0 0.0 -0.1 0.11
H -2.733 -1.541 2.453 0.0 0.0 0.1 0.11
H -4.471 -1.634 2.168 0.0 0.0 0.1 0.11
H -4.106 -0.756 -0.156 -0.1 0.1 0.0 0.11
H -3.676 0.372 1.129 -0.1 0.1 -0.1 0.11
H -1.713 -1.312 -0.488 0.1 0.0 0.0 0.11
H -1.271 -0.276 0.869 0.1 -0.1 0.0 0.12
H -2.615 0.654 -1.706 0.0 0.1 0.0 0.12
H -2.174 1.694 -0.340 -0.1 0.0 0.0 0.12
H -0.914 -0.139 -3.235 -0.1 -0.1 -0.1 0.12
H 1.428 -0.100 -4.025 0.0 -0.1 -0.1 0.12
H 4.391 2.615 -2.069 0.0 -0.2 0.0 0.14
H 5.364 1.236 -2.632 -0.1 0.1 0.1 0.15
H 5.122 1.622 1.038 -0.2 -0.2 -0.3 0.12
H 2.511 2.218 -0.616 0.1 0.1 0.1 0.12
H 1.580 3.359 1.198 0.0 -0.2 0.0 0.15
H 0.577 2.542 2.415 0.2 0.0 -0.1 0.15
H 2.547 -0.481 1.326 0.1 0.4 0.0 0.14
```
Forces are in eV/Å.

Calculated values
- Kohn-Sham gap: 0.324 Eh
- SMILES string: CCCCCCc1ccc(OCC(=O)O)cc1OCC(=O)O
- Multiplicity: 1
- Max |F|: 0.70 eV/A
- Charge: 0
- Relative energy (zero: lowest compared OMol25 entry of this formula, charge and spin): 0.0 kcal per mole

---

(4)
A cluster of 2 separate species, C4H9N3O2 in total at a distorted geometry. Source: the Open Molecules 2025 dataset; level of theory: ωB97M-V/def2-TZVPD.

XYZ file:
```
18
Properties=species:S:1:pos:R:3:forces:R:3:lowdin_charge:R:1
C 0.696 2.816 -1.001 -0.8 -1.4 0.8 -0.09
C 0.197 -1.186 1.656 1.4 0.4 0.6 0.08
C 1.620 -0.800 -0.237 -0.4 -0.3 -1.6 -0.10
C -0.674 -1.406 -0.509 0.3 2.1 -1.1 -0.02
N 0.289 1.616 -1.183 -0.2 1.2 0.3 0.02
N 0.431 -1.166 0.370 3.8 1.1 0.9 -0.21
N 2.687 -0.068 0.256 -0.4 -0.8 0.0 -0.46
O 2.924 0.187 1.419 -0.9 0.0 1.9 0.02
O 3.449 0.275 -0.624 1.4 0.8 -1.4 -0.01
H 0.589 3.249 0.008 0.2 -0.2 -0.5 0.07
H 1.120 3.425 -1.770 0.3 0.5 -0.5 0.06
H 0.981 -0.907 2.409 -0.9 -0.3 -1.2 0.11
H -0.757 -1.548 1.946 -0.6 0.0 0.3 0.07
H 1.830 -0.829 -1.334 -1.3 -0.4 1.2 0.14
H -0.395 -1.770 -1.492 0.3 -0.3 0.2 0.10
H -1.168 -2.106 0.077 -2.2 -1.1 0.1 0.07
H -1.061 -0.356 -0.647 -0.5 -1.4 0.1 0.11
H 0.360 1.335 -2.158 0.3 0.1 -0.1 0.05
```
Forces are in eV/Å.

Calculated values
- Kohn-Sham gap (alpha / beta): 0.287 / 0.287 Eh
- Multiplicity: 1
- Max |F|: 4.07 eV/A
- Charge: 0
- Relative energy (zero: lowest compared OMol25 entry of this formula, charge and spin): 162.8 kcal per mole